{
  "formula": "C4H14O4",
  "method": "wB97M-V/def2-TZVPD",
  "species": ["O", "C", "C", "C", "C", "H", "H", "H", "H", "H", "H", "H", "H", "H", "H", "O", "H", "H", "O", "H", "H", "O"],
  "xyz": [[1.67835, 0.49211, 0.63783], [0.50534, 0.71471, 0.77305], [-0.18901, 1.81319, 0.01952], [0.71006, 2.69172, -0.83777], [-0.06742, 3.43558, -1.92147], [-0.14187, 0.08237, 1.41073], [-1.01742, 1.39761, -0.57022], [-0.78652, 2.38147, 0.73592], [1.26845, 3.42932, -0.25230], [1.48222, 2.04081, -1.25107], [0.60609, 4.11687, -2.43750], [-0.88695, 4.01161, -1.49245], [-0.45892, 2.79463, -2.72659], [-0.22282, -5.04847, 0.11928], [0.49184, -4.62086, 1.40208], [0.19591, -5.41674, 0.91524], [-2.12643, -2.87314, 0.22709], [-2.84484, -1.57492, 0.52339], [-2.24570, -1.98008, -0.11445], [1.34564, -2.30998, 0.87349], [1.71444, -2.93125, 2.26569], [0.98956, -2.64657, 1.70051]],
  "forces_ev_per_a": [[0.350, -0.341, 0.285], [-0.434, 0.169, -0.655], [-0.559, 0.372, 0.231], [0.002, -0.181, -0.154], [0.321, -0.135, -0.425], [0.143, 0.000, 0.099], [0.338, -0.429, -0.200], [0.199, 0.298, 0.327], [-0.207, -0.170, 0.228], [-0.055, 0.085, -0.262], [-0.012, 0.262, 0.049], [-0.046, 0.033, -0.051], [-0.048, -0.085, 0.499], [0.268, -0.252, 0.383], [-0.250, -0.329, -0.401], [-0.100, 0.601, -0.095], [0.067, 0.028, -0.025], [0.051, 0.013, -0.105], [-0.086, -0.010, 0.168], [0.348, 0.106, 0.125], [0.222, 0.286, -0.247], [-0.509, -0.320, 0.226]],
  "lowdin_charge": [0.045, -0.266, -0.184, -0.261, -0.118, 0.116, 0.122, 0.118, 0.114, 0.105, 0.065, 0.071, 0.077, 0.030, -0.003, -0.084, 0.028, 0.037, -0.063, 0.048, 0.056, -0.052],
  "total_charge": 0,
  "relative_energy_kj_mol": 30.3,
  "total_energy_ha": -461.7447,
  "smiles": "CCCC=O.O.O.O",
  "multiplicity": 1
}